Entry 1:
A molecular structure, C10H28AsCoN3O3SSe4. Source: OMol25; level of theory: the ωB97M-V functional and the def2-TZVPD basis.

The geometry in ORCA input format:
```
! wB97M-V def2-TZVPD RIJCOSX def2/J DEFGRID3
* xyz 0 2
Se 5.3047 1.6676 -1.4647
Se 4.2861 -0.3108 -0.7253
Se 3.8193 3.0531 -0.3755
Se 1.8716 2.2941 -1.4375
As -1.7696 2.2728 0.5079
Co 1.9148 -0.0443 -1.0340
S -0.1337 -0.8665 -2.7752
O -0.7744 -2.0891 -2.2694
O -0.3066 0.2421 -1.8062
O 1.2814 -1.0091 -3.0733
N 1.8321 -2.1013 -0.5925
N 1.5653 0.3699 1.1826
N -0.9424 -1.0178 0.3764
C 1.7208 -2.7140 0.7539
C -0.5986 -1.8832 1.5405
C -0.9505 -0.3964 -4.2627
C 2.3396 -1.8624 1.8622
C -3.5067 1.4270 0.1144
C 0.2672 -3.0583 1.0969
C 1.5188 -0.6335 2.2587
C 0.0785 -1.0275 2.5989
C -2.4493 3.6892 1.6776
C -1.6288 3.3100 -1.1336
H -1.7151 -0.3806 0.5730
H 2.7609 -2.2772 -0.9766
H -3.2855 4.2101 1.2114
H 2.2582 -3.6671 0.7288
H 0.9794 1.1812 1.3688
H 1.9574 -0.2213 3.1743
H 0.2858 -3.7629 1.9319
H -2.7732 3.2610 2.6256
H -0.1545 -0.3873 0.1568
H 2.4402 -2.5014 2.7447
H -0.7885 -1.1822 -4.9968
H -0.5022 0.5351 -4.5970
H 0.0890 -1.6096 3.5243
H 3.3480 -1.5512 1.5838
H -3.3864 0.7134 -0.7031
H -0.5218 -0.1349 2.7997
H -1.6495 4.4016 1.8755
H -2.0127 -0.2735 -4.0672
H -4.2426 2.1730 -0.1858
H -1.1315 -1.5388 -0.5079
H -1.3792 2.6385 -1.9525
H -1.5474 -2.2658 1.9210
H -3.8827 0.9016 0.9939
H 1.1965 -2.5659 -1.2374
H -2.5716 3.8226 -1.3276
H -0.2111 -3.5843 0.2656
H -0.8174 4.0274 -1.0300
H 2.5181 0.7271 1.0829
*
```

Calculated values
**LUMO level (spin up / spin down)**: -0.09 / -0.09 eV
**Energy above the lowest of the compared OMol25 structures with the same formula, charge and spin**: 0.0 kcal per mole
**⟨S²⟩**: 0.9026

***

Entry 2:
A molecular structure, C10H29AgO12. Source: OMol25; level of theory: the ωB97M-V functional and the def2-TZVPD basis.

The geometry in ORCA input format:
```
! wB97M-V def2-TZVPD RIJCOSX def2/J DEFGRID3
* xyz 0 1
Ag 0.0254 -8.0003 4.1402
O -2.9600 -10.5672 4.6487
O 0.5761 -13.2735 5.0334
O -4.6119 -10.0592 1.2796
O -1.7086 -11.3031 0.6323
O -1.3327 -2.9524 1.2822
O -0.5563 -7.8533 1.4735
O -6.1924 -5.2681 0.2316
O -2.7344 -7.6543 0.9767
O -2.0214 -8.8796 2.7483
O 1.1977 -10.0941 4.3184
O 0.8890 -4.3684 2.5623
O -4.8802 -10.3718 6.8839
C -0.2220 -12.1568 4.7168
C -4.3154 -10.9793 4.5781
C -4.9191 -5.6097 -0.2946
C -1.7415 -8.1670 1.7464
C -1.0308 -4.3505 1.1075
C 0.4267 -11.1493 3.7680
C -4.7435 -11.4622 5.9696
C -3.0389 -11.8458 0.7894
C 0.4326 -4.5845 1.2324
C -4.1257 -10.8751 0.2556
H 1.1088 -11.8444 3.2540
H -0.3809 -11.6002 5.6561
H 0.9072 -13.2450 5.9296
H -4.9642 -5.3601 -1.3584
H -3.0060 -12.6714 0.0809
H -3.9382 -9.4495 1.6014
H -2.2118 -7.3710 0.2078
H -3.6753 -10.3877 -0.6170
H -4.4512 -11.6810 3.7552
H -5.6767 -12.0236 5.9340
H -1.2288 -12.3783 4.3702
H -1.6286 -10.5280 1.2032
H 0.6055 -5.6290 0.9685
H -6.1335 -5.4669 1.1730
H -4.9443 -11.4958 -0.1144
H 1.7244 -10.4264 5.0546
H -3.2598 -12.0187 1.8404
H -4.7464 -6.6884 -0.3077
H -4.1489 -9.7918 6.6322
H -4.0247 -12.1793 6.3795
H 0.8713 -3.4458 2.8288
H -2.2365 -2.8124 0.9868
H -4.9790 -10.1218 4.4160
H -1.4190 -4.7531 0.1630
H -1.6713 -4.8473 1.8462
H -0.3371 -10.7680 3.0967
H 0.9898 -4.0191 0.4824
H -4.0743 -5.0632 0.1308
H -2.7611 -9.9915 3.8842
*
```

Calculated values
**LUMO level**: -1.59 eV
**Energy above the lowest of the compared OMol25 structures with the same formula, charge and spin**: 21.7 kcal per mole

***

Entry 3:
A molecular structure, C10H29BrF4KN3NaO7PSSi. Source: OMol25; level of theory: the ωB97M-V functional and the def2-TZVPD basis.

The geometry in ORCA input format:
```
! wB97M-V def2-TZVPD RIJCOSX def2/J DEFGRID3
* xyz 0 1
Br -1.3648 -4.6349 2.0358
K -3.4098 -4.6528 3.5043
S -1.0352 -8.6008 -1.1216
P 1.7130 -2.5870 2.5598
Si -0.5102 -2.5149 2.4139
Na -0.5383 -5.8371 -0.1081
F -2.5587 -7.2724 0.6781
F -3.0833 -9.3391 0.3942
F -0.2696 -0.9424 -0.9836
F -1.3471 -8.8494 1.5183
O 2.0871 6.0680 1.1953
O 2.1699 2.3134 -3.1480
O -0.5880 -9.9683 -1.2028
O 4.2340 5.5301 0.7360
O -1.9604 -8.1958 -2.1592
O -3.1403 0.8836 -0.0673
O 0.0535 -7.6370 -0.9025
N -0.8978 -1.3519 1.1458
N 2.1015 -3.7941 3.5397
N -1.3846 0.9561 -1.8448
C 3.2418 4.3513 -2.3578
C 3.1000 2.3170 -0.9169
C -3.6481 1.3560 -1.3014
C 3.2095 5.5739 1.4573
C 2.4142 3.1372 -1.9960
C -3.3308 1.7085 1.0807
C 3.3569 4.9219 2.8421
C -2.4684 1.9682 -2.0409
C -2.0493 -8.5273 0.4344
C -2.0112 3.3208 -1.5091
H 4.1518 5.4180 3.4028
H -0.8011 -1.7182 0.2065
H -4.5058 2.0224 -1.1954
H -0.4464 1.2766 -2.0935
H -2.8545 4.0049 -1.4121
H -1.5230 3.2400 -0.5375
H -1.5549 0.0930 -2.3577
H 4.0654 1.9458 -1.2724
H -2.4731 2.3630 1.2426
H -1.2927 3.7773 -2.1911
H 2.7472 4.9420 -3.1329
H 2.2014 -2.7255 1.2233
H -3.9849 0.4800 -1.8633
H 4.2197 4.0557 -2.7508
H 2.4961 1.4439 -0.6545
H 3.3905 4.9783 -1.4730
H 3.6198 3.8667 2.7297
H -4.2446 2.3027 1.0377
H 3.2680 2.9152 -0.0195
H -3.3823 1.0288 1.9327
H -1.7985 -0.9102 1.2717
H 3.0090 2.0023 -3.4933
H -2.6677 2.0506 -3.1102
H -1.0086 -1.9588 3.6916
H -1.3680 0.6726 -0.8577
H 2.4305 4.9916 3.4151
H 2.1019 -1.2921 3.0179
H 1.4331 3.4645 -1.6412
H 2.6863 -4.4317 3.0087
*
```

Calculated values
**LUMO level**: -2.67 eV

***

Entry 4:
A molecular structure, C10H30BrMnO5. Source: OMol25; level of theory: the ωB97M-V functional and the def2-TZVPD basis.

The geometry in ORCA input format:
```
! wB97M-V def2-TZVPD RIJCOSX def2/J DEFGRID3
* xyz 1 6
Br 0.6893 2.8951 0.8502
Mn 0.1309 0.5405 0.2682
O -0.3050 -1.6338 0.0100
O -0.2671 1.0662 -1.9736
O 2.0713 -0.2182 -0.3004
O -2.0252 0.8164 0.6306
O 0.4838 -0.3183 2.2054
C -0.2155 3.1107 -3.3070
C -0.2290 -3.6490 -1.3396
C -0.8897 -2.2702 -1.1562
C 4.1414 0.1754 -1.4265
C -3.2570 -1.0696 1.5756
C -0.0931 0.1117 3.4142
C -1.0687 1.9849 -2.7452
C -3.1761 -0.0400 0.4604
C 0.9462 0.7379 4.3011
C 3.2902 0.5853 -0.2540
H -2.7116 -0.6781 2.4311
H -0.2624 -2.3410 0.6615
H -0.5202 -4.2819 -0.4993
H -1.8667 2.2987 -2.0749
H -0.8179 3.8476 -3.8462
H -0.7385 -4.0756 -2.2045
H 1.1167 -1.0163 2.4065
H 4.6242 -0.7848 -1.2435
H -2.7387 -1.9935 1.3049
H 4.9746 0.8840 -1.4114
H 3.0295 1.6336 -0.1373
H -0.8751 0.8284 3.1559
H 3.7882 0.2570 0.6617
H -1.9624 -2.3339 -0.9713
H 0.4829 3.5388 -2.5934
H 0.8495 -3.5440 -1.4191
H -0.6770 -0.6326 3.9671
H -3.1227 -0.5119 -0.5207
H 0.2900 2.7862 -4.2237
H 1.6852 0.0239 4.6649
H 0.2625 0.5901 -2.6221
H -4.0389 0.6256 0.4641
H 0.4988 1.1595 5.2026
H -2.2874 1.7229 0.8199
H 3.6183 0.2589 -2.3769
H -0.6965 -1.6000 -1.9921
H 1.3240 1.5707 3.7063
H 2.3431 -1.0858 -0.6129
H -4.2929 -1.3949 1.6620
H -1.5056 1.4232 -3.5727
*
```

Calculated values
**LUMO level (spin up / spin down)**: -2.68 / -2.69 eV
**Energy above the lowest of the compared OMol25 structures with the same formula, charge and spin**: 0.0 kcal per mole
**⟨S²⟩**: 8.7528

***

Entry 5:
A molecular structure, C10H30ClIIrP3. Source: OMol25; level of theory: the ωB97M-V functional and the def2-TZVPD basis.

The geometry in ORCA input format:
```
! wB97M-V def2-TZVPD RIJCOSX def2/J DEFGRID3
* xyz 2 5
Ir -1.3358 -1.9884 -0.5273
I 1.0798 1.9328 1.4891
Cl 0.3174 -0.5803 -1.8569
P -0.7041 -0.6683 1.5245
P 0.8415 2.7684 -0.7829
P 0.5630 -3.0756 -0.8084
C 2.4534 -3.0388 -1.2868
C -1.2222 0.8516 2.4421
C 0.2845 4.2683 0.1691
C -0.4910 -3.5946 -2.1857
C 2.0647 2.9289 -1.9278
C 0.3129 -1.1508 3.0207
C -0.7885 2.1145 0.0270
C -2.2797 -1.3392 1.7178
C -0.2452 3.4387 -2.4265
C 0.3345 -4.1624 0.6730
H 3.1385 2.7976 -1.3530
H -1.3318 1.8183 -0.9823
H -0.0870 2.6819 -3.1739
H 0.1855 4.4553 -2.6851
H -0.7995 4.1740 0.3516
H -2.1371 -1.8794 2.6381
H -1.5154 -3.2517 -1.8217
H 2.0077 3.8893 -2.4002
H 0.4294 5.2382 -0.1887
H 0.7650 -2.1492 2.9304
H 2.8566 -4.1200 -1.3524
H -0.3404 -4.6517 -2.2753
H -3.1393 -0.6185 1.7596
H 0.1829 -5.2037 0.3213
H 1.0570 -0.3527 3.2077
H -1.3258 3.6292 -2.1916
H 1.2592 -4.0079 1.2478
H -1.7763 1.5059 1.7501
H 2.8705 -2.4260 -0.4926
H -0.1710 -3.0292 -3.0703
H -0.2531 1.4406 2.8601
H 0.7849 4.1502 1.1207
H -1.8765 0.6217 3.3421
H -1.4419 1.0860 0.1255
H -0.5210 -1.0890 3.7032
H -2.4636 -2.2635 0.6245
H 1.9925 2.2638 -2.8140
H 2.4601 -2.5681 -2.2568
H -0.5493 -3.6582 1.0845
H -1.4458 2.8121 0.7296
*
```

Calculated values
**LUMO level (spin up / spin down)**: -7.38 / -8.55 eV
**Energy above the lowest of the compared OMol25 structures with the same formula, charge and spin**: 317.2 kcal per mole
**⟨S²⟩**: 6.0201

***

Entry 6:
A molecular structure, C10H30ClO5S3. Source: OMol25; level of theory: the ωB97M-V functional and the def2-TZVPD basis.

The geometry in ORCA input format:
```
! wB97M-V def2-TZVPD RIJCOSX def2/J DEFGRID3
* xyz -1 1
Cl 40.4990 27.5870 50.9750
S 39.3360 30.8370 52.7820
S 40.8730 26.4800 47.6040
S 43.4270 27.5790 52.9650
O 43.1020 29.5730 51.1850
O 43.7220 28.1270 54.3700
O 38.8670 26.2770 52.7010
O 38.4630 31.3010 53.9230
O 41.0610 26.4880 46.1100
C 38.9830 24.8950 52.3280
C 38.8620 23.9710 53.5230
C 42.4280 26.2040 53.2070
C 45.3820 28.8270 50.6550
C 40.7710 32.0350 52.5470
C 39.4760 25.5340 48.0390
C 43.9440 28.5800 50.6280
C 44.9160 26.6770 52.5800
C 40.1630 29.4260 53.6070
C 42.1190 25.3750 48.3040
H 38.6830 26.0120 47.6180
H 45.1080 26.1980 51.4590
H 39.3760 25.6520 49.1780
H 45.5890 28.9830 51.5210
H 45.6020 29.6190 49.8910
H 45.6550 27.5900 52.6590
H 40.8250 29.7620 54.3840
H 41.7760 26.8970 53.8770
H 40.4630 33.0520 52.2430
H 41.9400 25.1620 49.3530
H 42.9770 26.0860 48.4660
H 41.2140 31.4090 51.8630
H 42.2680 29.4460 51.0420
H 38.7560 22.9510 53.2280
H 39.4610 28.6210 53.7890
H 38.2000 24.5630 51.5450
H 45.8720 27.8970 50.1540
H 39.9670 24.9100 51.8510
H 42.1080 25.8420 52.1660
H 42.8830 25.4360 54.0350
H 43.7500 28.2110 49.5250
H 43.8590 27.4470 50.8370
H 45.0950 26.1200 53.4190
H 40.5760 28.9270 52.7410
H 42.0750 24.4160 47.7410
H 39.7910 24.2760 54.1190
H 39.6140 24.7480 47.5870
H 38.1080 24.1880 53.8910
H 39.2280 26.7860 51.8890
H 41.4210 32.0070 53.4690
*
```

Calculated values
**LUMO level**: 2.56 eV
**Energy above the lowest of the compared OMol25 structures with the same formula, charge and spin**: 93.2 kcal per mole

***

no.,maximum force (Eh/bohr)
1,0.010
2,0.056
3,0.101
4,0.041
5,0.175
6,0.290